238
Properties=species:S:1:pos:R:3:forces:R:3 method="wB97M-V/def2-TZVPD" total_charge=+5 gap_ev=3.866 e_tot_ha=-4147.58197
N -0.483 -0.570 -0.549 1.8 0.4 2.7
O -1.650 -0.330 -0.410 -3.5 0.4 -0.6
O 0.298 0.376 -0.767 1.4 1.1 -1.2
O -0.029 -1.649 -0.176 0.8 -1.5 -0.4
C -6.133 5.309 7.242 1.0 2.4 0.5
O -6.333 4.935 5.904 -0.8 -1.4 0.7
C -7.380 3.999 5.900 0.1 -0.8 -2.7
C -7.272 3.262 4.516 -0.3 -0.2 0.3
N -7.233 4.193 3.251 -0.5 -1.4 0.4
H -8.051 4.785 3.245 -0.4 0.4 0.5
H -6.450 4.820 3.366 0.5 0.1 -0.1
C -7.354 3.562 1.829 -1.7 1.1 0.7
C -6.507 2.447 1.425 2.5 -1.8 0.1
O -6.472 1.389 2.341 -0.6 -1.5 0.9
C -5.502 0.353 2.051 0.4 0.4 -0.2
H -7.030 5.701 7.722 -0.2 0.2 -0.3
H -5.417 6.116 7.086 0.0 0.3 0.8
H -5.727 4.624 7.986 0.2 -0.9 -0.7
H -8.371 4.428 6.046 -0.1 0.5 -0.1
H -7.300 3.234 6.672 0.4 -0.2 0.0
H -8.094 2.549 4.455 -0.2 0.3 -0.6
H -6.384 2.634 4.439 0.1 0.4 0.1
H -7.226 4.384 1.124 0.2 0.1 0.1
H -8.414 3.317 1.759 0.0 -0.3 0.2
H -5.463 2.754 1.367 0.3 0.6 -0.4
H -6.766 2.050 0.444 -0.4 0.5 -0.3
H -5.718 -0.494 1.399 -1.2 0.5 -0.7
H -5.207 -0.206 2.939 0.0 0.8 0.6
H -4.662 0.866 1.584 0.5 -0.2 0.2
C 0.384 -1.753 -5.478 -0.2 -0.5 0.2
O 1.524 -1.219 -4.698 -0.4 -0.6 -2.1
C 1.326 0.128 -4.439 -0.3 0.6 0.5
C 2.676 0.836 -4.174 0.0 -0.3 -0.5
N 3.796 0.606 -5.202 -1.2 -1.7 -0.1
H 3.500 0.873 -6.130 -0.1 0.9 -0.5
H 4.572 1.165 -4.877 0.4 0.2 -0.4
C 4.280 -0.792 -5.454 0.8 -1.8 1.0
C 5.542 -0.817 -6.270 1.0 0.7 -1.1
O 5.283 -0.289 -7.537 -1.1 1.3 -0.1
C 6.343 -0.343 -8.470 0.8 -1.1 -1.1
H -0.347 -2.127 -4.761 -0.1 0.0 -0.2
H 0.658 -2.543 -6.177 0.7 -0.3 0.6
H -0.092 -1.061 -6.173 0.1 0.7 0.5
H 0.683 0.147 -3.560 0.3 0.8 0.7
H 0.699 0.646 -5.165 0.3 0.0 -0.6
H 3.061 0.509 -3.208 0.2 0.0 -0.1
H 2.631 1.924 -4.220 -0.6 0.0 0.4
H 3.553 -1.488 -5.872 -0.5 0.9 -0.2
H 4.495 -1.225 -4.476 0.1 0.1 0.2
H 6.004 -1.789 -6.444 -0.4 -0.5 0.8
H 6.307 -0.194 -5.807 0.4 0.1 0.5
H 6.332 0.412 -9.255 -0.6 0.4 0.5
H 6.271 -1.279 -9.024 0.0 -0.3 0.1
H 7.351 -0.332 -8.056 -0.1 0.2 0.6
C -2.581 4.909 7.493 -1.8 1.5 0.5
O -1.245 4.651 7.438 1.2 -1.1 0.5
C -0.882 3.311 7.864 -0.7 1.9 -1.1
C 0.493 3.332 7.322 0.6 -1.5 0.0
N 0.606 3.067 5.771 0.1 1.0 1.8
H 1.610 3.047 5.883 0.7 0.3 -1.6
H 0.335 2.122 5.538 -0.5 -0.4 0.0
C -0.032 4.034 4.805 -0.9 -0.4 1.3
C 0.099 3.593 3.392 0.1 -0.8 -0.1
O -0.559 2.302 3.346 0.1 1.2 0.3
C -1.155 1.844 2.090 1.5 0.3 1.0
H -2.717 5.988 7.417 0.1 0.1 -1.0
H -3.042 4.849 8.479 0.1 -1.2 0.3
H -3.106 4.341 6.725 -0.5 0.1 0.1
H -1.497 2.573 7.349 -0.3 -0.2 0.1
H -1.002 3.242 8.945 0.4 -0.3 0.0
H 1.132 2.517 7.661 0.0 0.1 0.6
H 0.925 4.303 7.565 0.2 -0.1 -0.4
H 0.243 5.048 5.095 0.2 -0.1 -0.3
H -1.100 3.896 4.975 0.0 0.4 0.5
H 1.159 3.544 3.140 0.2 -0.3 -0.5
H -0.352 4.402 2.817 -0.3 -0.3 -0.5
H -1.819 2.598 1.668 0.0 -0.2 0.0
H -1.654 0.914 2.363 -0.1 0.2 -0.3
H -0.272 1.652 1.480 -0.6 -0.2 -0.9
C -2.458 3.767 -1.234 -1.3 -0.6 0.1
O -3.111 2.888 -2.140 0.3 0.6 -1.2
C -4.440 2.532 -1.831 1.0 -2.0 1.0
C -4.837 1.161 -2.435 0.8 -1.1 -1.5
N -3.648 0.182 -2.513 -0.6 -0.7 0.8
H -3.196 0.433 -3.380 0.9 0.2 -1.9
H -2.949 0.382 -1.812 0.2 -0.2 0.7
C -3.868 -1.375 -2.670 -1.7 0.3 1.8
C -4.462 -2.054 -1.353 -1.2 0.9 0.2
O -5.776 -1.694 -0.853 0.0 1.1 -0.2
C -6.865 -1.946 -1.726 0.1 -0.8 -0.3
H -3.083 4.601 -0.916 -0.3 0.2 -0.3
H -1.569 4.185 -1.705 0.0 -0.4 0.2
H -2.289 3.176 -0.334 0.7 0.1 0.2
H -5.170 3.327 -1.986 0.0 -0.1 -0.1
H -4.390 2.149 -0.812 -0.4 1.0 1.0
H -5.108 1.183 -3.490 -0.5 0.3 0.1
H -5.591 0.658 -1.830 -0.2 0.3 -0.1
H -2.912 -1.885 -2.785 0.1 0.5 -0.4
H -4.479 -1.467 -3.568 0.2 -0.2 0.0
H -3.846 -1.716 -0.520 0.4 -0.3 -0.1
H -4.603 -3.135 -1.336 1.3 -0.3 -1.0
H -6.902 -1.177 -2.498 -0.5 0.1 0.0
H -7.781 -2.102 -1.156 0.0 0.9 0.2
H -6.812 -2.911 -2.230 0.7 -0.2 -0.2
C -3.251 -8.598 4.275 -1.5 -0.2 1.4
C -2.316 -7.540 4.873 0.1 1.9 -0.8
C -2.696 -6.072 4.394 1.4 -0.6 -0.4
N -1.781 -4.812 4.826 1.2 0.7 0.5
C -2.246 -3.524 4.116 0.2 -1.1 -0.9
C -1.970 -3.575 2.624 1.9 0.8 -1.0
C -0.469 -4.024 2.244 -0.5 1.7 1.0
C 0.019 -5.106 3.136 -0.4 -3.5 -1.7
C -0.255 -5.146 4.610 -0.9 0.7 -1.2
C -1.915 -4.402 6.256 -0.7 -2.7 0.3
H -3.286 -9.020 3.271 1.2 0.7 -0.3
H -4.288 -8.289 4.408 -0.2 0.0 0.3
H -3.115 -9.446 4.945 -0.2 -0.2 -0.1
H -1.332 -7.808 4.489 0.3 0.3 0.5
H -2.377 -7.486 5.960 0.2 -0.8 0.0
H -3.717 -5.814 4.673 0.1 0.1 -0.2
H -2.516 -6.176 3.324 -0.6 0.8 -0.1
H -3.315 -3.419 4.303 -0.1 -0.4 0.0
H -1.825 -2.662 4.633 0.6 -0.2 -0.1
H -2.745 -4.112 2.077 0.3 -0.4 0.1
H -2.025 -2.556 2.242 -0.3 0.1 0.0
H -0.278 -4.151 1.178 -0.9 -0.9 -0.1
H 0.317 -3.278 2.360 -0.7 1.4 0.5
H -0.467 -6.001 2.749 -0.1 -0.5 -0.1
H 1.054 -5.363 2.909 0.3 0.3 0.4
H -0.089 -6.152 4.996 -0.1 0.3 0.1
H 0.480 -4.462 5.033 -0.9 0.4 1.0
H -2.984 -4.229 6.383 0.2 0.7 0.5
H -1.194 -3.654 6.586 -0.4 0.2 -0.4
H -1.701 -5.324 6.797 0.0 0.2 0.5
C 6.082 -7.164 -3.358 -0.7 0.3 1.7
C 4.624 -6.727 -3.734 1.1 0.0 1.1
C 3.737 -6.364 -2.516 0.3 -0.5 -1.1
N 2.233 -6.095 -2.895 2.0 -0.9 0.5
C 1.610 -5.660 -1.573 0.5 1.0 -1.5
C 2.161 -4.239 -1.111 -0.8 -1.0 0.3
C 2.228 -3.215 -2.231 -0.8 -0.2 -0.7
C 2.842 -3.748 -3.502 0.7 -0.3 -0.5
C 2.202 -5.038 -3.949 -0.4 0.5 0.8
C 1.461 -7.286 -3.480 0.7 0.3 0.6
H 6.011 -7.749 -2.441 -0.1 -1.1 -0.3
H 6.726 -6.409 -2.908 0.0 0.8 -0.8
H 6.614 -7.687 -4.153 -0.3 0.0 0.1
H 4.205 -7.657 -4.119 -0.3 0.5 -0.9
H 4.750 -5.859 -4.383 -0.6 -0.4 -0.6
H 4.078 -5.481 -1.976 -0.1 0.0 -0.3
H 3.839 -7.189 -1.810 -0.7 -0.1 0.0
H 1.817 -6.487 -0.894 -0.2 0.3 0.2
H 0.566 -5.650 -1.887 -0.3 0.5 0.9
H 3.102 -4.286 -0.563 0.2 -0.4 -0.1
H 1.436 -3.908 -0.367 -0.1 0.2 0.0
H 2.713 -2.276 -1.963 0.0 0.0 0.4
H 1.212 -2.975 -2.544 -0.3 0.3 0.4
H 3.921 -3.869 -3.413 0.2 0.1 -0.1
H 2.631 -3.076 -4.334 0.3 0.2 0.2
H 2.696 -5.435 -4.836 -0.4 0.0 0.0
H 1.146 -4.804 -4.083 -0.2 -0.4 -0.5
H 0.404 -7.020 -3.463 -0.1 0.0 0.0
H 1.682 -8.166 -2.877 -0.1 0.1 0.0
H 1.768 -7.441 -4.514 0.1 0.0 0.2
C 1.706 -1.442 4.236 0.4 2.1 0.3
C 2.785 -1.001 3.228 -1.2 0.2 -0.6
C 2.455 0.342 2.474 0.7 -1.9 1.1
N 3.492 0.587 1.406 -1.2 2.3 -1.1
C 3.003 1.938 0.827 1.0 0.9 -1.6
C 3.992 2.654 -0.118 -0.1 -0.3 1.1
C 5.301 2.806 0.639 0.2 0.0 -0.7
C 5.877 1.443 1.021 -0.5 -0.9 -0.7
C 4.921 0.709 1.949 -0.2 0.6 1.0
C 3.420 -0.422 0.267 -0.1 -0.2 0.7
H 1.945 -2.412 4.671 -0.5 0.0 -0.2
H 0.705 -1.246 3.852 -0.1 -1.1 -0.5
H 1.678 -0.699 5.033 0.5 -0.1 0.6
H 2.799 -1.829 2.519 0.4 0.2 -0.4
H 3.762 -0.916 3.705 -0.1 -0.1 0.1
H 2.469 1.175 3.178 0.4 0.1 0.0
H 1.470 0.394 2.011 0.1 -0.5 -0.3
H 2.835 2.686 1.602 0.0 -0.6 0.5
H 2.125 1.913 0.182 -0.6 -1.3 0.7
H 3.474 3.600 -0.279 0.3 0.3 0.0
H 4.065 2.206 -1.109 0.3 -0.3 0.1
H 5.096 3.332 1.571 0.0 0.2 0.1
H 5.997 3.436 0.085 0.3 -0.2 0.0
H 6.874 1.576 1.438 -0.2 -0.3 0.4
H 5.972 0.707 0.222 0.4 0.6 -0.8
H 4.927 1.311 2.857 -0.7 -0.2 0.3
H 5.193 -0.310 2.228 0.3 0.2 -0.3
H 3.709 0.078 -0.658 0.2 -0.2 0.2
H 2.405 -0.801 0.152 -0.3 0.3 0.1
H 4.055 -1.262 0.550 0.2 0.1 -0.3
C 0.399 3.808 -3.739 0.0 -0.5 1.0
C 1.043 5.017 -3.135 0.5 1.6 -0.4
C 2.534 4.963 -3.251 1.3 0.2 2.6
N 3.297 6.177 -2.424 -0.3 -1.0 -1.6
C 4.793 5.768 -2.281 -1.9 0.0 2.1
C 5.530 6.671 -1.224 2.1 -1.1 -2.3
C 4.897 6.854 0.109 -0.5 0.8 -1.4
C 3.502 7.390 -0.254 0.1 -0.1 2.6
C 2.643 6.440 -1.009 0.7 0.1 -2.9
C 3.216 7.287 -3.467 1.5 -0.5 1.8
H 0.575 3.782 -4.815 -0.3 -0.4 0.1
H -0.645 3.737 -3.435 -0.2 0.2 -0.8
H 0.813 2.975 -3.171 0.2 -0.6 -0.6
H 0.791 5.154 -2.084 -0.3 0.0 -0.1
H 0.799 5.902 -3.723 -0.8 0.2 0.3
H 2.878 4.921 -4.284 0.2 0.4 0.2
H 2.931 4.121 -2.684 0.0 -0.4 -0.2
H 4.700 4.791 -1.806 0.2 -0.2 0.0
H 5.148 5.559 -3.290 0.5 0.7 0.2
H 6.507 6.203 -1.100 0.2 -0.3 -0.1
H 5.837 7.626 -1.650 -0.5 0.2 -0.1
H 4.887 5.959 0.730 -0.3 -0.2 -0.1
H 5.541 7.578 0.609 -0.4 0.1 0.3
H 3.050 7.565 0.722 -0.7 0.2 -0.1
H 3.446 8.349 -0.769 0.6 0.1 0.0
H 2.507 5.421 -0.647 -0.3 0.3 0.5
H 1.748 7.002 -1.277 -0.5 -0.7 0.3
H 3.873 8.102 -3.163 -0.5 0.4 0.2
H 2.164 7.551 -3.567 0.4 0.1 -0.7
H 3.829 6.774 -4.208 -1.1 0.7 -1.1
C -1.885 -4.531 -1.762 0.8 0.3 0.1
C -2.675 -5.259 -2.835 -1.4 -1.2 -1.6
O -3.848 -5.567 -2.461 1.5 0.5 -0.5
O -2.109 -5.503 -3.966 -0.2 0.5 2.2
H -0.991 -4.058 -2.167 0.1 0.4 -0.2
H -1.513 -5.264 -1.046 -0.2 -0.2 0.3
H -2.512 -3.804 -1.245 0.2 -0.1 0.1
C -1.976 0.346 -7.413 -1.3 -1.6 2.1
C -2.718 -0.055 -6.021 -1.8 -2.2 -2.4
O -3.561 -0.997 -6.021 1.4 1.0 -0.5
O -2.509 0.650 -5.033 1.4 2.1 2.6
H -1.833 -0.607 -7.922 0.1 0.2 -0.3
H -1.020 0.820 -7.189 -0.2 0.4 -0.3
H -2.746 0.920 -7.927 0.6 0.3 -0.2